{
  "formula": "C4H19NO4S",
  "method": "the ωB97M-V functional and the def2-TZVPD basis",
  "elements": ["C", "C", "N", "C", "C", "S", "H", "H", "H", "H", "H", "H", "H", "H", "H", "H", "H", "O", "H", "H", "O", "H", "H", "O", "H", "H", "O", "H", "H"],
  "coordinates": [[-1.9177, -0.7104, -2.0502], [-0.7268, -0.2676, -1.1213], [0.6406, -0.4466, -1.9251], [-0.9177, 1.2009, -0.7140], [-1.1816, 1.4170, 0.7945], [-2.4246, 0.3803, 1.3445], [-2.8261, -0.7090, -1.4164], [-1.6513, -1.5899, -2.5039], [-1.9220, -0.1332, -2.9638], [-0.7258, -0.9997, -0.2867], [1.2633, -0.8147, -1.2597], [0.6421, -0.9402, -2.8296], [0.0367, 1.7328, -0.8622], [-1.7694, 1.7181, -1.3911], [-0.2062, 1.0704, 1.1184], [-1.1942, 2.4449, 1.1348], [-2.1315, 0.2091, 2.6531], [1.3649, -1.5390, 3.3993], [0.9154, -2.4269, 3.1438], [0.6017, -1.2743, 3.9350], [1.3112, -2.6653, 0.6552], [2.2190, -2.5562, 0.2991], [1.0152, -1.8292, 1.1573], [2.4366, 0.6826, 2.5097], [2.4172, -0.2308, 2.8944], [1.5070, 0.9183, 2.4047], [1.1312, 2.6668, -2.9850], [1.1311, 2.9367, -2.1548], [0.9617, 1.7548, -2.9802]],
  "atomic_forces_ev_per_a": [[1.0, 2.0, 1.7], [0.6, -1.0, -2.8], [-2.7, 1.5, 0.4], [-1.4, 1.7, -1.0], [2.8, 0.2, -0.9], [-2.2, -1.4, 1.1], [0.2, -0.1, -1.0], [0.1, -3.1, -0.2], [-0.6, 1.2, 0.2], [0.2, 0.7, -0.3], [1.1, -0.8, 0.3], [-0.4, 0.0, 1.1], [-0.6, -0.2, -0.3], [2.0, -1.1, 1.5], [0.2, -0.3, 0.8], [-0.6, 0.3, -0.4], [0.1, 0.3, -0.3], [-2.7, -3.1, -0.1], [1.9, 1.6, 0.1], [0.5, 0.9, 0.4], [-0.4, 1.5, 0.7], [-0.9, 0.3, 0.6], [1.3, -1.7, -1.4], [0.1, -0.6, 0.2], [-0.1, 1.3, -0.6], [0.2, -0.1, 0.1], [0.4, 0.2, -6.1], [0.1, 1.9, 5.8], [-0.3, -2.2, 0.2]],
  "smiles": "C[C@@H](N)CCS.O.O.O.O",
  "lumo_ev": -0.2,
  "multiplicity": 1,
  "e_homo_ha": -0.3410
}

***

{
  "formula": "C4H19NO8",
  "method": "the ωB97M-V functional and the def2-TZVPD basis",
  "elements": ["O", "C", "C", "C", "C", "O", "N", "H", "H", "H", "H", "H", "H", "H", "H", "H", "O", "H", "H", "O", "H", "H", "O", "H", "H", "O", "H", "H", "O", "H", "H", "O"],
  "coordinates": [[1.2524, -3.0146, 0.2287], [0.4533, -3.0809, 1.0786], [-0.8075, -2.1085, 0.9879], [-0.2124, -0.6929, 1.0750], [-0.9472, 0.2060, -0.0103], [-2.0615, -0.1056, -0.2960], [-1.7091, -2.3393, 2.0436], [0.3743, -3.8145, 1.8922], [-1.1866, -2.2067, -0.0183], [-0.5514, -0.1917, 1.9878], [0.8666, -0.6389, 1.0018], [-0.3502, 0.9857, -0.4895], [-2.5510, -2.8651, 1.8217], [-2.0451, -1.4603, 2.4340], [0.5827, -1.8792, -1.5820], [0.2640, -0.6244, -2.6241], [0.4906, -0.9366, -1.7393], [1.7044, 0.2344, -0.9150], [2.6169, 0.9779, -1.9390], [2.4142, 0.8866, -1.0027], [-1.3281, 2.0845, -2.9970], [-2.1535, 0.7483, -2.7620], [-1.6408, 1.2653, -3.3881], [3.5223, -0.0126, 1.4573], [3.6349, -0.0817, -0.0632], [4.0114, -0.4533, 0.7569], [-0.6078, 3.6483, 1.6183], [0.7865, 3.0923, 1.4501], [-0.1392, 2.8187, 1.4670], [-2.1340, 3.1886, 0.0574], [-0.8215, 3.0297, -0.7347], [-1.7272, 3.3406, -0.7971]],
  "atomic_forces_ev_per_a": [[0.5, -0.2, -0.1], [-0.1, -0.8, -0.4], [-0.1, 1.9, 1.7], [-0.7, 0.9, -0.2], [0.5, -1.7, 0.1], [-0.4, 0.7, -0.1], [-1.1, 0.9, -1.7], [0.3, 0.0, 0.1], [-0.3, -1.0, -0.3], [0.4, -0.1, 0.2], [0.1, 0.0, -0.1], [-0.1, 0.3, 0.3], [0.3, -0.6, -0.1], [0.5, -0.2, 0.7], [0.1, -0.1, -1.1], [-0.1, -0.8, -0.2], [0.0, 0.6, 0.9], [0.2, 0.0, -0.7], [-0.1, -0.1, 0.0], [-0.1, 0.4, 0.4], [-0.5, 0.0, 0.4], [-0.1, 0.5, 0.3], [0.6, -0.6, -0.6], [0.2, 0.1, 0.0], [0.2, 0.1, 0.4], [-0.3, -0.3, -0.1], [0.0, 0.0, 0.1], [0.0, -0.1, 0.0], [0.2, 0.0, 0.1], [0.0, -0.1, 0.0], [0.0, 0.2, 0.4], [-0.2, 0.1, -0.7]],
  "charge": 1,
  "lumo_ev": [-4.6, -9.1],
  "multiplicity": 2,
  "e_homo_ha": [-0.4994, -0.4994]
}

***

{
  "formula": "C4H20BO18",
  "method": "the ωB97M-V functional and the def2-TZVPD basis",
  "elements": ["O", "C", "O", "B", "O", "C", "O", "O", "C", "O", "C", "O", "O", "O", "H", "H", "O", "H", "H", "O", "H", "H", "O", "H", "H", "O", "H", "H", "O", "H", "H", "O", "H", "H", "O", "H", "H", "O", "H", "H", "O", "H", "H"],
  "coordinates": [[-0.9948, -1.3353, 2.1081], [-0.2243, -0.6382, 1.5315], [-0.3299, -0.1617, 0.3213], [0.8110, 0.6785, -0.0402], [1.7703, 0.4042, 1.0517], [1.2278, -0.4009, 1.9315], [1.7127, -0.8160, 2.9478], [0.5201, 2.1400, -0.1672], [0.8432, 2.5754, -1.2709], [0.6941, 3.7104, -1.6730], [1.5700, 1.4421, -2.1105], [1.3266, 0.3368, -1.4275], [2.0010, 1.5167, -3.2721], [-1.3528, -3.3568, 5.9821], [-2.2445, -3.5224, 6.2880], [-1.4567, -3.1052, 5.0644], [-1.6797, 6.5066, 0.0427], [-1.0284, 6.1428, -0.5571], [-2.5220, 6.2721, -0.3468], [5.2039, -2.4886, 3.5358], [5.1711, -3.1357, 4.2404], [4.6140, -1.7914, 3.8227], [-0.5865, -3.6692, -1.6709], [0.0784, -4.2886, -1.9718], [-0.1085, -3.0565, -1.1122], [-0.1949, -2.1800, -5.7530], [0.1556, -3.0706, -5.7382], [-0.1179, -1.8767, -4.8484], [5.7812, -0.1296, -6.2098], [6.3474, 0.5281, -6.6138], [4.9204, 0.2872, -6.1692], [-5.0310, -2.8232, 4.6687], [-4.5847, -1.9774, 4.6286], [-5.2433, -3.0260, 3.7577], [-2.0228, 3.8196, 3.0687], [-2.7225, 3.4019, 2.5665], [-1.5982, 4.4084, 2.4448], [-2.6351, -5.8928, 1.9300], [-3.0220, -5.0722, 1.6250], [-1.7271, -5.8565, 1.6294], [-1.1578, 6.8738, -4.6428], [-1.0848, 6.5126, -5.5262], [-1.0785, 6.1143, -4.0656]],
  "atomic_forces_ev_per_a": [[-0.9, -0.1, 0.5], [1.2, -1.2, -0.4], [-1.2, 1.0, -1.4], [0.6, -0.4, -0.5], [0.5, 0.4, -0.8], [-0.1, 0.5, 1.7], [0.4, -0.1, -0.3], [-1.5, -2.5, 4.4], [2.4, 2.7, -4.7], [-0.2, -0.3, 0.0], [-0.8, 0.3, -2.8], [0.4, -0.2, 1.0], [-0.8, -0.1, 3.4], [0.2, 0.0, 0.2], [-0.3, -0.1, 0.0], [0.1, 0.1, -0.3], [-0.1, 0.1, 0.3], [0.3, -0.2, -0.2], [-0.2, 0.0, -0.1], [0.3, -0.1, -0.1], [0.0, -0.2, 0.1], [-0.3, 0.2, -0.1], [-0.2, -0.1, -0.1], [0.2, -0.2, -0.1], [0.1, 0.3, 0.2], [-0.1, 0.0, -0.3], [0.1, -0.2, 0.0], [0.0, 0.2, 0.3], [0.1, -0.2, 0.0], [0.1, 0.1, -0.1], [-0.3, 0.1, 0.1], [-0.1, -0.1, 0.2], [0.2, 0.3, 0.0], [0.0, -0.1, -0.2], [0.0, 0.0, 0.3], [-0.1, -0.1, -0.1], [0.2, 0.2, -0.2], [-0.2, -0.3, 0.1], [0.0, 0.2, -0.1], [0.2, 0.0, -0.1], [-0.1, 0.3, 0.0], [0.0, -0.1, -0.2], [0.1, -0.2, 0.2]],
  "charge": -1,
  "lumo_ev": 2.2,
  "multiplicity": 1,
  "e_homo_ha": -0.2739
}

***

{
  "formula": "C4H20N2O4",
  "method": "the ωB97M-V functional and the def2-TZVPD basis",
  "elements": ["C", "C", "N", "C", "C", "N", "H", "H", "H", "H", "H", "H", "H", "H", "H", "H", "H", "H", "O", "H", "H", "O", "H", "H", "O", "H", "H", "O", "H", "H"],
  "coordinates": [[1.0425, 2.2990, 0.0234], [1.5259, 0.8726, 0.3924], [1.4961, 0.6759, 1.8482], [0.8515, -0.2534, -0.3619], [1.7459, -1.4546, -0.7190], [0.9974, -2.6999, -0.7719], [0.2078, 2.2545, -0.6702], [0.9566, 2.9423, 0.8934], [1.8604, 2.7431, -0.5523], [2.5794, 0.8421, 0.0803], [1.4660, -0.2742, 2.1880], [2.2140, 1.2332, 2.2810], [0.3598, 0.1181, -1.2602], [0.0221, -0.6375, 0.2400], [2.1423, -1.3595, -1.7303], [2.5704, -1.4872, -0.0019], [0.9410, -3.1381, 0.1272], [0.8732, -3.2162, -1.6154], [-1.3775, -0.7105, -3.2601], [-1.7077, -1.2137, -2.5010], [-0.4264, -0.8351, -3.1772], [-1.5092, 1.4641, 2.0494], [-1.9031, 0.9277, 2.7442], [-0.5797, 1.2029, 1.9828], [-2.3090, -1.8506, 0.0562], [-1.7595, -2.4951, 0.5045], [-2.4479, -1.0553, 0.5793], [-3.5716, 1.4231, 0.2740], [-2.9837, 1.5364, -0.4815], [-3.2772, 2.1460, 0.8384]],
  "atomic_forces_ev_per_a": [[1.2, -0.5, -0.6], [1.1, 0.2, -0.1], [-1.0, 0.4, -0.2], [-0.7, -0.3, 0.2], [-0.6, -0.2, -0.7], [0.0, 0.9, 1.1], [-0.5, 0.3, 0.5], [-0.7, -0.1, 0.1], [-0.1, 0.1, -0.1], [0.1, 0.0, 0.0], [0.4, 0.0, -0.2], [0.1, -0.2, 0.3], [0.1, 0.1, -0.1], [0.0, 0.0, 0.1], [0.4, 0.5, 0.1], [0.1, -0.2, -0.1], [-0.2, -0.7, -0.4], [0.3, -0.3, 0.0], [0.1, -0.2, 0.3], [-0.2, 0.1, 0.0], [0.0, 0.1, -0.2], [0.0, 0.1, 0.1], [0.1, 0.0, 0.0], [0.3, 0.0, 0.3], [-0.3, -0.1, -0.8], [0.1, 0.3, 0.3], [0.1, -0.1, 0.3], [-0.1, 0.2, -0.4], [-0.1, -0.3, -0.1], [0.0, -0.2, 0.3]],
  "smiles": "C[C@@H](N)CCN.O.O.O.O",
  "lumo_ev": 0.5,
  "multiplicity": 1,
  "e_homo_ha": -0.3371
}

***

{
  "formula": "C4H20N2O6",
  "method": "the ωB97M-V functional and the def2-TZVPD basis",
  "elements": ["O", "C", "O", "C", "C", "C", "N", "N", "H", "H", "H", "H", "H", "H", "H", "H", "H", "H", "H", "H", "H", "H", "O", "H", "H", "O", "H", "H", "O", "H", "H", "O"],
  "coordinates": [[1.4211, -0.5688, -1.6040], [0.4315, -0.9836, -1.0734], [-0.4739, -1.7617, -1.6697], [0.0911, -0.6508, 0.3661], [-1.1030, 0.4019, 0.3287], [-0.5887, 1.7957, 0.5508], [0.0642, 2.3757, -0.6871], [-0.2339, -1.8079, 1.2633], [-0.1851, -1.9913, -2.5718], [0.9311, -0.1018, 0.7582], [-1.8179, 0.1260, 1.1072], [-1.6055, 0.2246, -0.6232], [0.1572, 1.8980, 1.3544], [-1.2028, 2.5498, 1.0543], [0.9487, 1.9156, -0.9138], [-0.6914, 2.2910, -1.3723], [0.3436, 3.3468, -0.5586], [0.3049, -2.6359, 1.0222], [-0.1423, -1.4370, 2.2037], [-1.2282, -2.1065, 1.0558], [2.7483, -1.7100, 2.9244], [1.5770, -1.5014, 3.9102], [1.7988, -1.5394, 2.9720], [3.3916, 2.6425, 0.0591], [2.6169, 2.2262, 1.1797], [2.5185, 2.8447, 0.4368], [-0.6566, 0.9191, -3.9471], [-1.7457, 1.8389, -3.6663], [-1.0081, 1.4189, -3.1940], [-2.6292, -2.7269, -0.4685], [-1.7784, -3.9590, -0.3842], [-2.2537, -3.3332, 0.1872]],
  "atomic_forces_ev_per_a": [[-0.1, 0.4, 0.1], [0.6, -0.7, -0.2], [-0.2, -0.2, 0.2], [-0.9, 1.2, -0.3], [0.5, -1.4, 0.3], [1.5, 1.5, 1.4], [-1.3, 0.0, 1.0], [-1.7, 1.0, -1.7], [0.1, 0.1, 0.1], [0.5, -0.5, 0.3], [0.0, 0.3, 0.0], [-0.3, 0.6, 0.0], [0.4, -1.0, -0.4], [-1.2, -0.2, -1.2], [-0.2, -0.3, -0.4], [0.9, 0.1, -1.0], [-0.2, 0.2, 0.1], [0.5, 0.0, 0.8], [0.5, -0.8, 0.3], [0.6, -0.3, 0.2], [-0.1, 0.0, 0.2], [0.3, -0.1, 0.1], [-0.1, 0.2, 0.0], [-0.1, 0.7, -0.6], [-0.5, 0.4, 0.3], [0.7, -1.3, 0.2], [0.5, -0.1, 0.4], [-0.1, 0.2, 0.5], [-0.5, -0.1, -0.8], [-0.3, -0.2, 0.1], [-0.2, -0.1, 0.3], [0.3, 0.4, -0.5]],
  "charge": 2,
  "lumo_ev": -6.0,
  "multiplicity": 1,
  "e_homo_ha": -0.6674
}

***

{
  "formula": "C4H20N2O6S",
  "method": "the ωB97M-V functional and the def2-TZVPD basis",
  "elements": ["N", "C", "O", "C", "N", "C", "C", "S", "H", "H", "H", "H", "H", "H", "H", "H", "H", "H", "O", "H", "H", "O", "H", "H", "O", "H", "H", "O", "H", "H", "O", "H", "H"],
  "coordinates": [[0.6835, -3.2941, -0.4257], [1.0395, -1.9472, -0.7436], [1.8571, -1.8685, -1.6677], [0.8432, -0.8386, 0.2079], [-0.1773, 0.0177, -0.2837], [2.2382, -0.0110, 0.3090], [2.6398, 0.9017, 1.3904], [1.2259, 1.5901, 2.2833], [1.1616, -4.0742, -0.9472], [0.0229, -3.6001, 0.2791], [0.4889, -0.9853, 1.2475], [-0.5945, 0.0476, -1.1343], [-0.0334, 0.9428, 0.0538], [2.8718, -0.9703, 0.3428], [2.3004, 0.4142, -0.6776], [3.4377, 1.6543, 1.0745], [3.2689, 0.3694, 2.1809], [1.7840, 1.9377, 3.3924], [-1.7100, -1.8485, 2.5595], [-1.5348, -1.0288, 3.0712], [-2.4663, -1.7392, 2.0094], [-0.4017, 2.2398, -3.7029], [-0.1416, 1.3923, -3.9549], [0.2528, 2.7263, -3.5745], [-2.1592, -0.5811, -2.8570], [-1.4280, -0.4024, -2.2244], [-2.1514, -1.5178, -3.0168], [-1.5583, 3.4572, 2.2130], [-1.1382, 2.7886, 1.5843], [-0.7278, 3.6889, 2.5098], [-3.5241, 0.0224, -0.2997], [-3.6005, 0.1442, -1.1612], [-2.7693, 0.3722, -0.0376]],
  "atomic_forces_ev_per_a": [[0.1, 0.5, -0.4], [3.0, -5.0, -0.5], [-1.6, 1.0, 0.4], [-0.1, 2.8, 1.8], [-0.5, 1.5, 2.7], [-0.1, -4.5, -1.6], [2.6, 0.5, 2.5], [-1.0, -0.1, -1.3], [-0.8, 1.8, 0.6], [0.1, 0.6, 0.0], [0.6, -1.4, -0.5], [-0.3, -0.3, -2.7], [-0.2, 0.7, 0.0], [0.1, 1.9, -0.2], [0.4, 0.2, -0.3], [-1.6, -0.5, -0.1], [-1.1, 0.2, -0.9], [0.8, 0.4, 1.2], [1.5, 0.2, 1.2], [-0.5, -0.7, -0.8], [-0.9, 0.6, -0.5], [-9.9, -4.6, -1.0], [0.7, -2.0, -0.7], [9.1, 6.6, 1.7], [0.7, 1.1, 0.5], [-1.1, -0.6, -1.2], [0.1, -0.7, 0.0], [-1.0, -2.5, -2.6], [-1.7, 0.8, 0.7], [2.7, 1.8, 1.9], [-5.0, -3.3, 4.4], [-0.5, 0.7, -6.2], [5.5, 2.4, 1.9]],
  "smiles": "NC(=O)[C@H](N)CCS.O.O.O.O.O",
  "lumo_ev": 0.2,
  "multiplicity": 1,
  "e_homo_ha": -0.3487
}

***

What are the energy values for these records? In order: -24969.562, -22316.053, -42011.698, -15642.174, -19722.752, -30569.679 eV.
What are the ΔE to the lowest compared entry with this formula, charge and spin values for these records? In order: 193.72, 129.85, 199.86, 109.18, 54.92, 469.99 kJ/mol.